# 1
{"formula": "C11H7F5N9O2Ru", "method": "ωB97M-V/def2-TZVPD", "symbols": ["C", "N", "H", "N", "F", "C", "C", "N", "C", "H", "H", "N", "H", "C", "H", "N", "N", "N", "N", "F", "C", "Ru", "N", "C", "C", "H", "C", "O", "H", "O", "C", "F", "F", "F", "C"], "xyz": [[0.434, 4.125, 0.076], [-2.651, 2.946, -1.492], [-3.046, -3.945, 1.982], [0.977, 5.291, 0.389], [4.574, -1.814, 0.262], [-2.474, -3.468, -0.029], [-0.791, -1.792, -0.277], [2.267, 4.985, 0.655], [-2.410, -3.339, 1.348], [-1.466, -2.310, 2.983], [-0.013, -0.921, 1.497], [-0.902, 4.003, -0.271], [-3.166, -4.171, -0.477], [-0.715, -1.647, 1.102], [-1.747, -2.809, -1.927], [-2.844, 1.686, -1.915], [2.473, 3.722, 0.508], [1.314, 3.129, 0.139], [-0.946, 1.688, -0.891], [3.511, -2.669, 1.952], [-1.474, 2.906, -0.875], [0.954, 1.137, -0.269], [-1.845, 0.940, -1.575], [3.310, -0.334, 1.624], [3.439, -1.710, 0.992], [-1.395, 4.870, -0.390], [-1.525, -2.424, 1.908], [0.802, -0.087, -2.859], [-0.665, -1.478, -2.833], [0.085, -0.985, -0.971], [0.047, -0.832, -2.318], [2.011, -0.379, 2.196], [2.440, -2.128, 0.156], [3.103, 0.515, 0.458], [-1.664, -2.700, -0.856]], "mulliken_spin": [0.0001, 0.0003, 0.0001, -0.0002, 0.0001, -0.0006, -0.0147, -0.0005, 0.0006, 0.0002, 0.0154, 0.0026, 0.0000, -0.0032, -0.0007, -0.0020, 0.0028, -0.0281, -0.0603, -0.0001, 0.0107, 1.0880, 0.0035, 0.0004, 0.0014, 0.0000, 0.0061, 0.0006, 0.0017, -0.0199, -0.0052, 0.0044, -0.0005, -0.0040, 0.0011], "charge": -2, "homo_lumo_gap_ev": [5.51, 5.13], "s_squared": 0.752, "multiplicity": 2, "e_above_lowest_ev": 4.064}

# 2
{"formula": "C11H8B2ClF13InN5O5", "method": "ωB97M-V/def2-TZVPD", "symbols": ["O", "C", "H", "C", "C", "N", "N", "H", "F", "F", "F", "H", "C", "F", "O", "O", "F", "C", "H", "F", "Cl", "H", "N", "F", "N", "F", "H", "F", "B", "C", "C", "C", "B", "N", "H", "O", "F", "C", "F", "In", "C", "O", "F", "F", "H", "C"], "xyz": [[0.743, -0.252, -2.170], [1.469, -2.159, -3.408], [-4.299, 0.723, 1.150], [-1.847, -2.099, 0.242], [-4.073, -1.390, 0.829], [0.882, -0.119, 3.681], [-1.216, 0.455, 3.974], [-0.231, 2.704, 3.752], [1.414, -3.486, 0.527], [0.287, -2.701, -3.115], [0.366, 1.265, -4.311], [-1.956, 1.241, 0.709], [2.895, -0.068, -3.188], [2.945, 1.246, -3.440], [-1.428, 3.175, 2.137], [0.192, 3.374, 0.422], [2.039, 2.036, 1.883], [-3.618, -0.079, 0.888], [-5.112, -1.621, 1.038], [2.440, 2.291, -0.302], [-0.574, 4.101, 1.421], [-1.165, -2.910, 0.008], [0.163, -1.195, 3.419], [3.714, -0.667, -4.085], [0.448, 2.116, 4.243], [3.334, -2.391, 0.387], [-3.519, -3.433, 0.453], [-0.380, -0.692, -4.824], [1.670, 1.691, 0.624], [0.730, 0.000, -4.513], [1.422, -0.598, -3.243], [-1.111, -0.816, 3.611], [1.993, -2.282, 0.337], [0.037, 0.817, 3.976], [1.309, 2.217, 3.703], [-1.378, 5.103, 0.768], [1.793, -2.565, -4.659], [-3.180, -2.403, 0.502], [2.374, -2.706, -2.578], [0.773, -0.339, 0.029], [-2.284, 0.211, 0.626], [0.323, 4.724, 2.369], [3.422, -0.266, -1.979], [1.518, -0.016, -5.613], [-1.962, -1.446, 3.422], [-1.362, -0.788, 0.299]], "mulliken_charge": [-0.5409, 0.4867, 0.3842, -0.0310, -0.2770, -0.5039, -0.8123, 0.4046, -0.2211, -0.2664, -0.2268, 0.2077, 0.5247, -0.2890, -0.6963, -0.6724, -0.2273, -0.6045, 0.3200, -0.1856, 1.7931, 0.2293, -0.2814, -0.3254, -0.8664, -0.2123, 0.3444, -0.2763, 0.3064, 0.4719, 0.8401, -0.1497, 0.3738, 1.2636, 0.5092, -0.7411, -0.3085, -0.6878, -0.2571, 0.0490, -0.0001, -0.7030, -0.1682, -0.2944, 0.4888, -0.1710], "charge": -2, "homo_lumo_gap_ev": 7.82, "e_above_lowest_ev": 0.173}

# 3
{"formula": "C11H8F3NS5V", "method": "ωB97M-V/def2-TZVPD", "symbols": ["C", "F", "H", "C", "H", "C", "C", "S", "C", "H", "C", "H", "S", "C", "H", "N", "C", "S", "H", "S", "S", "H", "C", "F", "H", "C", "V", "F", "C"], "xyz": [[-0.123, 2.298, 1.957], [-0.816, 3.224, -2.684], [0.044, 2.683, 2.956], [1.961, -1.702, 0.286], [1.187, -3.626, 1.121], [1.017, -3.296, -1.073], [-0.568, 3.645, -1.462], [-2.634, -1.978, -0.654], [-0.550, 1.193, -0.591], [-0.217, 0.223, 2.563], [-0.226, 3.126, 0.864], [0.541, -4.197, -1.412], [-0.716, 0.302, -2.053], [-0.256, 0.936, 1.755], [1.417, -2.178, -2.967], [-0.457, 0.384, 0.548], [-0.449, 2.594, -0.395], [-0.900, -2.377, 2.333], [2.511, -0.335, -1.395], [-3.665, -2.907, 0.918], [-2.910, -1.912, 2.554], [-0.138, 4.201, 0.978], [1.527, -2.249, -1.896], [0.562, 4.400, -1.533], [2.362, -1.207, 1.156], [2.098, -1.277, -1.070], [-0.392, -1.519, 0.077], [-1.544, 4.539, -1.154], [1.335, -2.986, 0.274]], "mulliken_spin": [-0.0368, -0.0017, -0.0030, 0.0597, 0.0001, 0.0381, -0.0062, 0.0090, 0.0367, 0.0078, 0.0677, 0.0029, 0.0409, 0.0923, 0.0008, -0.0744, -0.0065, -0.0123, 0.0047, 0.0205, 0.0117, 0.0133, -0.0012, 0.0006, 0.0115, -0.0551, 2.7758, 0.0001, 0.0029], "charge": -2, "homo_lumo_gap_ev": [4.64, 5.82], "s_squared": 3.778, "multiplicity": 4, "e_above_lowest_ev": 0.000}

# 4
{"formula": "C11H8F3NS5V", "method": "ωB97M-V/def2-TZVPD", "symbols": ["S", "C", "H", "S", "V", "N", "C", "H", "H", "C", "H", "C", "H", "F", "H", "C", "S", "S", "S", "C", "C", "H", "H", "C", "F", "C", "C", "F", "C"], "xyz": [[1.433, -0.095, -1.901], [-0.972, -2.288, -0.602], [-0.946, 2.253, 1.062], [2.851, -0.492, 0.912], [-0.123, -0.204, -0.163], [0.725, 1.063, 0.984], [0.485, 2.927, 2.500], [2.157, 3.351, 3.801], [-2.197, -0.605, 1.995], [-1.980, -1.490, -0.038], [-1.010, -2.776, -1.574], [3.869, 1.432, 3.067], [-2.920, -1.221, -0.509], [4.892, 1.523, 2.193], [-0.140, 3.735, 2.854], [2.509, 1.662, 2.508], [-1.576, 1.430, -1.209], [0.310, 0.352, -3.545], [-0.685, 2.093, -2.919], [1.756, 2.720, 3.022], [0.033, 2.092, 1.498], [0.924, -3.069, 0.268], [0.199, -1.730, 2.459], [-1.592, -1.150, 1.274], [4.036, 0.257, 3.713], [0.032, -2.462, 0.372], [1.982, 0.825, 1.492], [4.199, 2.359, 4.027], [-0.352, -1.763, 1.524]], "mulliken_spin": [0.0126, -0.0054, 0.0100, 0.0646, 2.7531, -0.0699, -0.0361, 0.0132, 0.0015, 0.0163, 0.0023, -0.0003, 0.0016, -0.0003, -0.0019, -0.0130, 0.0014, 0.0243, 0.0260, 0.0597, 0.0707, 0.0050, 0.0035, -0.0029, -0.0002, 0.0424, 0.0327, 0.0003, -0.0111], "charge": -2, "homo_lumo_gap_ev": [4.94, 5.55], "s_squared": 3.777, "multiplicity": 4, "e_above_lowest_ev": 0.095}

# 5
{"formula": "C11H8N4", "method": "ωB97M-V/def2-TZVPD", "symbols": ["N", "C", "C", "C", "C", "H", "N", "H", "H", "H", "N", "H", "C", "H", "H", "C", "N", "C", "C", "H", "C", "C", "C"], "xyz": [[1.400, -0.790, 0.206], [0.142, 2.251, -1.325], [-0.014, 2.214, 0.957], [3.746, -0.667, 0.166], [-3.961, -1.058, -0.076], [-4.500, -2.066, -0.109], [-0.205, 2.777, 1.971], [4.709, -1.111, 0.522], [-1.233, -0.129, -1.101], [-2.541, 1.693, 0.863], [2.495, 1.276, -0.353], [4.602, 1.455, -0.310], [3.694, 0.670, -0.189], [-1.094, -0.335, 0.618], [-2.593, 1.837, -1.001], [-1.135, 0.362, -0.266], [0.028, 2.965, -2.201], [0.061, 1.362, -0.190], [-2.496, 1.125, -0.046], [2.515, -2.456, 0.648], [1.461, 0.505, -0.136], [2.554, -1.409, 0.280], [-3.407, 0.009, -0.057]], "mulliken_charge": [-0.4209, -0.2696, -0.2015, -0.4813, 0.0670, 0.3481, -0.5463, 0.3171, 0.5925, 0.3906, -0.4731, 0.3315, -0.0059, 0.4419, 0.2956, -1.5580, -0.4962, 2.2096, -0.2924, 0.3974, 0.0494, -0.0632, -0.6324], "homo_lumo_gap_ev": 9.96, "e_above_lowest_ev": 0.729, "smiles": "C#CCCC(C#N)(C#N)c1ncccn1"}

# 6
{"formula": "C11H9BrN2O2S2", "method": "ωB97M-V/def2-TZVPD", "symbols": ["N", "N", "C", "C", "C", "C", "Br", "O", "H", "H", "H", "O", "S", "C", "H", "S", "C", "C", "C", "H", "H", "C", "H", "C", "H", "H", "C"], "xyz": [[0.490, 1.669, 0.180], [0.220, -1.580, -2.632], [0.259, -2.836, -3.419], [-1.127, -3.456, -3.473], [0.318, 1.345, 1.501], [0.294, 2.582, 2.169], [-0.239, 1.412, 6.229], [0.502, 3.611, 1.318], [0.968, 1.198, -1.784], [0.653, -2.616, -4.406], [0.017, -0.789, 4.142], [0.931, 3.609, -0.933], [-1.287, 0.315, -1.417], [0.481, 0.711, -0.942], [-1.217, -4.293, -2.782], [-2.293, -2.141, -2.957], [0.027, 1.361, 4.293], [0.628, 3.040, 0.104], [0.219, 0.136, 2.213], [0.272, -0.781, 1.669], [1.052, -0.205, -0.636], [0.112, 0.125, 3.598], [-1.394, -3.797, -4.481], [0.090, 2.567, 3.585], [0.965, -3.525, -2.931], [0.038, 3.476, 4.165], [-0.980, -1.138, -2.375]], "mulliken_charge": [0.1922, -0.4297, -0.5589, -0.3979, 0.9781, 0.2444, -0.1997, -0.4016, 0.4298, 0.2686, 0.4483, -0.6122, -0.1212, -0.8392, 0.2905, -0.1651, -0.0744, 0.4286, -0.5356, 0.3974, 0.3987, -0.5813, 0.3346, -0.6497, 0.2673, 0.4393, 0.4486], "homo_lumo_gap_ev": 9.15, "e_above_lowest_ev": 0.000, "smiles": "O=c1oc2cc(Br)ccc2n1CSC1=NCCS1"}

# 7
{"formula": "C11H9Cl5F6MnO4SSi", "method": "ωB97M-V/def2-TZVPD", "symbols": ["Cl", "H", "S", "F", "C", "H", "Cl", "H", "C", "H", "H", "C", "C", "H", "Cl", "F", "C", "Si", "O", "F", "H", "C", "C", "C", "O", "C", "C", "H", "F", "Cl", "Cl", "C", "F", "F", "H", "O", "O", "Mn"], "xyz": [[-1.691, 1.272, -1.025], [3.375, -1.587, 0.272], [-2.776, -1.019, 2.911], [-3.211, -3.030, 1.162], [2.535, 2.707, -1.451], [-0.750, -3.000, 0.576], [4.118, 3.346, -1.479], [-1.020, -1.421, -2.036], [2.855, -1.693, -0.677], [3.293, -0.991, -1.380], [0.810, -3.770, 0.472], [1.575, 3.193, -2.338], [-3.547, -1.753, 1.340], [0.367, -0.685, -2.806], [-0.958, 3.411, -3.225], [-0.351, 1.970, 3.183], [0.256, 2.744, -2.237], [0.968, -1.506, -0.489], [-3.021, 0.402, 2.703], [-2.944, -1.042, 0.341], [3.070, -2.694, -1.043], [0.056, -1.504, -2.164], [0.928, 1.133, -0.536], [-0.794, 2.295, 1.907], [0.605, 0.054, 0.228], [2.210, 1.691, -0.549], [0.316, -2.830, 0.688], [0.245, -2.428, -2.700], [-4.854, -1.637, 1.161], [1.985, 4.368, -3.503], [3.346, 1.207, 0.627], [-0.054, 1.733, -1.335], [0.271, 2.972, 1.365], [-1.734, 3.241, 2.076], [0.496, -2.595, 1.733], [-3.372, -1.671, 4.015], [-1.382, -1.319, 2.601], [-1.224, 0.437, 1.610]], "mulliken_spin": [-0.0006, 0.0000, -0.0005, 0.0002, 0.0002, 0.0001, 0.0000, -0.0003, 0.0000, 0.0000, 0.0000, -0.0005, -0.0005, 0.0001, 0.0000, 0.0101, 0.0010, -0.0007, -0.0013, 0.0019, 0.0000, 0.0001, -0.0023, -0.0559, 0.0102, -0.0041, -0.0012, 0.0000, 0.0005, -0.0001, 0.0000, 0.0001, -0.0006, 0.0022, 0.0004, -0.0001, 0.0079, 1.0335], "homo_lumo_gap_ev": [9.43, 9.27], "s_squared": 0.779, "multiplicity": 2, "e_above_lowest_ev": 0.295}

# 8
{"formula": "C11H9ClCoIN6O4", "method": "ωB97M-V/def2-TZVPD", "symbols": ["C", "C", "N", "C", "N", "H", "C", "N", "C", "N", "O", "H", "N", "H", "C", "C", "H", "N", "Co", "C", "H", "H", "Cl", "O", "C", "H", "O", "H", "O", "C", "H", "I", "C"], "xyz": [[-0.631, -1.533, 2.998], [1.772, 1.166, -0.218], [-1.134, -0.251, 1.067], [2.685, 2.190, -0.078], [0.496, 1.383, -0.564], [-2.420, 1.336, 1.373], [0.275, -2.119, 0.723], [0.325, -1.763, -0.590], [0.945, 3.723, -0.665], [-1.382, -0.764, 3.776], [-0.714, -0.026, -2.844], [2.953, 4.319, -0.215], [1.394, -3.590, -0.198], [1.280, -2.814, -2.194], [-2.017, 0.246, 3.200], [2.264, 3.490, -0.310], [-0.114, -2.370, 3.451], [0.907, -3.230, 1.001], [-0.836, -0.026, -0.876], [-0.502, -1.287, 1.640], [0.578, 4.722, -0.850], [1.929, -4.440, -0.289], [-1.868, -0.975, -3.025], [-2.810, -0.440, -3.915], [-1.899, 0.512, 1.842], [-2.641, 0.869, 3.828], [-1.405, -2.259, -3.387], [3.705, 1.969, 0.201], [-2.401, -0.984, -1.616], [0.095, 2.639, -0.777], [2.047, 0.132, -0.063], [-1.911, 2.896, -1.277], [1.035, -2.721, -1.149]], "mulliken_spin": [0.0010, -0.0043, -0.0180, 0.0008, -0.0105, -0.0012, -0.0056, 0.0458, -0.0022, -0.0013, -0.0073, -0.0001, 0.0018, -0.0004, 0.0001, -0.0012, 0.0000, 0.0018, 0.9923, 0.0077, -0.0003, 0.0003, 0.0029, -0.0016, -0.0068, -0.0002, -0.0004, -0.0002, -0.0057, 0.0011, -0.0004, 0.0186, -0.0067], "charge": 1, "homo_lumo_gap_ev": [8.98, 9.08], "s_squared": 0.756, "multiplicity": 2}

In order of appearance, strongest force on any atom = 0.563 0.637 2.397 3.514 7.684 4.164 3.233 0.388 eV/Å.